1.
A structure of composition C24H48ClFN3O25PS8Si2, computed with ωB97M-V/def2-TZVPD.

Its total charge is 0. The total energy comes out at -7654.17180 a.u. For the gap between HOMO and LUMO, the calculation gives 6.4 eV.

```
113
Properties=species:S:1:pos:R:3:forces:R:3:mulliken_charge:R:1
C -4.44933 1.38695 0.61854 -0.298 -0.550 -0.068 -1.61
C -3.25572 1.52556 -0.29952 0.157 1.153 -0.267 0.49
C -2.00947 2.27468 0.25738 -0.473 -0.999 1.196 0.41
Cl -2.38763 3.14598 1.81322 -0.013 0.146 -0.166 -0.24
Si -0.54380 1.12273 0.64876 0.836 1.638 -1.095 -0.29
C 0.62736 1.27794 -0.82156 -0.258 -0.804 0.444 -1.07
C 2.02502 0.75016 -0.48751 0.173 0.085 -0.346 -0.22
C 2.23467 -0.74214 -0.77254 -0.359 -0.221 0.670 -0.51
S 3.66019 -0.92483 -1.86595 0.216 0.377 -0.434 -0.27
C 4.09448 -2.61269 -1.52832 -0.529 0.171 -0.259 0.38
S 3.17720 -3.85095 -1.99119 0.022 -0.189 0.178 -0.23
N 5.25542 -2.73453 -0.77263 0.121 -0.310 -0.010 0.19
C 5.55676 -3.76976 0.07966 1.000 -0.440 0.823 -0.15
C 6.74126 -3.44676 0.67490 -0.955 0.158 -0.678 -0.63
N 7.17795 -2.23897 0.18170 0.859 0.419 0.095 -0.48
C 6.30056 -1.83909 -0.68261 -0.301 -0.198 0.496 -0.25
O 0.27296 1.66967 1.98604 -0.452 -1.388 0.054 -0.12
Si 0.54979 0.66280 3.28556 0.388 1.351 0.598 0.81
C 0.54134 1.74420 4.82711 -0.183 -0.443 -0.248 -0.77
C 1.72101 1.51549 5.73623 -0.210 0.629 -0.085 -0.28
F 1.39971 1.89635 7.03993 0.015 -0.063 0.252 -0.37
P -1.22632 -1.01562 0.79967 -1.953 -0.550 0.977 0.54
N -2.63880 -1.01973 1.51976 0.201 0.087 0.097 -0.61
H -5.16534 0.75016 0.10720 -0.129 -0.108 -0.061 0.29
H -4.21612 0.89121 1.55001 0.176 0.038 0.196 0.39
H -4.95043 2.33053 0.79561 0.079 0.287 0.116 0.46
H -3.59790 2.10787 -1.15292 0.021 -0.083 -0.304 0.35
H -2.96063 0.56284 -0.70463 0.016 -0.233 0.019 -0.90
H -1.67097 3.06423 -0.39847 0.120 0.022 -0.261 0.61
H 0.66104 2.30217 -1.17592 -0.002 0.199 -0.034 0.64
H 0.19465 0.64803 -1.60211 -0.055 0.203 -0.388 0.41
H 2.76672 1.30887 -1.05345 0.065 0.220 0.046 0.78
H 2.24609 0.92232 0.56187 0.216 0.171 0.102 -0.69
H 1.35829 -1.23547 -1.18394 -0.063 0.029 -0.372 0.43
H 2.45464 -1.25357 0.16041 0.175 -0.186 0.090 0.44
H 4.97325 -4.64609 0.26755 -0.497 0.031 -0.360 0.38
H 7.25981 -4.00505 1.42622 0.233 -0.042 0.142 0.41
H 6.31926 -0.92333 -1.23992 -0.018 0.103 -0.118 0.46
H -0.48933 -0.35459 3.47429 0.026 -0.165 -0.348 -0.33
H 1.90855 0.07871 3.12380 -0.084 -0.241 -0.065 -0.24
H -0.37368 1.51547 5.37118 -0.123 -0.153 0.104 0.57
H 0.44542 2.77858 4.51184 0.166 0.226 -0.001 0.49
H 2.54195 2.16073 5.43382 0.324 -0.143 -0.087 0.09
H 2.04423 0.47909 5.77391 0.055 -0.189 0.043 0.31
H -1.38629 -1.52257 -0.51509 0.791 0.001 -0.075 -0.33
H -0.35384 -1.87700 1.50886 0.642 0.119 -0.640 0.11
H -2.59442 -1.57955 2.36661 -0.255 0.134 -0.250 0.39
C 0.05596 -2.87251 6.75131 -0.092 0.092 0.365 -0.35
C -0.84035 -4.07968 6.57228 0.232 -0.216 -0.243 -0.42
O -2.07351 -3.53304 6.08515 0.049 0.200 0.232 -0.32
S -1.77871 -2.25194 5.17706 0.264 -0.264 0.138 1.18
O -1.77303 -2.65244 3.81344 0.072 -0.034 0.180 -0.62
O -2.56595 -1.17551 5.64044 -0.225 0.108 -0.098 -0.61
O -0.25661 -2.03005 5.63239 0.014 -0.241 -0.132 -0.21
H -0.17722 -2.32913 7.66856 -0.005 -0.021 0.006 0.32
H 1.11153 -3.12869 6.73845 0.029 0.097 -0.190 0.31
H -1.01386 -4.61764 7.49922 -0.216 0.071 0.013 0.33
H -0.44530 -4.76508 5.81958 0.028 0.003 0.021 0.28
C 8.52329 0.07403 2.64192 -0.237 -0.446 -0.191 -0.36
C 7.97116 0.85543 1.47453 0.516 -0.048 -0.180 -0.08
O 6.87387 1.59901 2.03777 2.782 -2.335 -1.029 -0.32
S 7.20615 1.98924 3.54843 2.615 -3.917 2.391 1.12
O 7.69886 3.31753 3.58993 4.856 0.272 2.756 -0.59
O 6.10840 1.58941 4.35279 1.652 -0.346 1.319 -0.59
O 8.42822 0.98460 3.75630 -0.164 0.382 -0.149 -0.38
H 7.91220 -0.80296 2.85859 0.005 -0.005 -0.047 0.25
H 9.55452 -0.23013 2.49318 0.076 0.168 0.195 0.36
H 7.61569 0.21116 0.67868 -0.211 -0.025 0.073 -0.06
H 8.69945 1.56642 1.07911 -0.006 -0.006 0.036 0.26
C -4.14365 -2.74629 -2.95283 -0.437 0.207 -0.078 -0.32
C -3.76628 -2.99113 -4.39745 0.118 -0.455 0.041 -0.25
O -3.07256 -1.79402 -4.79022 -0.160 0.144 0.130 -0.15
S -2.27810 -1.20215 -3.53979 -0.375 -0.264 0.041 1.10
O -0.92298 -1.62298 -3.60148 0.221 0.132 0.119 -0.61
O -2.62142 0.16326 -3.38935 0.240 0.217 -0.112 -0.51
O -3.00778 -2.05546 -2.40542 0.187 -0.161 -0.150 -0.36
H -5.01636 -2.09682 -2.86729 0.014 0.018 -0.018 0.21
H -4.32056 -3.66573 -2.40290 0.207 0.028 0.130 0.34
H -4.62907 -3.14746 -5.03691 0.020 0.248 -0.102 0.25
H -3.07659 -3.83322 -4.49444 -0.001 0.007 0.040 0.26
C -6.60757 4.13641 -2.12491 0.388 0.125 -0.056 -0.28
C -7.01429 3.96967 -3.57445 -0.374 0.121 0.025 -0.36
O -6.72375 2.59670 -3.86452 0.219 0.079 0.172 -0.30
S -6.95996 1.70729 -2.55419 0.003 0.338 -0.150 0.95
O -8.24689 1.11921 -2.61529 -0.094 -0.177 0.127 -0.59
O -5.79617 0.93164 -2.34004 0.049 -0.308 -0.080 -0.28
O -7.00628 2.90986 -1.50054 -0.202 -0.017 -0.155 -0.29
H -5.52579 4.24227 -2.02044 -0.007 0.012 -0.019 0.20
H -7.10293 4.97448 -1.64322 -0.116 -0.131 0.125 0.35
H -6.45745 4.61677 -4.24556 0.116 -0.173 -0.084 0.32
H -8.08517 4.13346 -3.71235 0.010 0.036 0.021 0.28
C -4.10287 -1.84640 -8.96315 0.222 -0.307 0.086 -0.28
C -5.10189 -2.54901 -9.85849 -0.053 0.292 -0.272 -0.34
O -6.15247 -2.94680 -8.96581 0.218 -0.083 0.188 -0.31
S -6.30612 -1.86340 -7.79869 0.253 0.029 -0.251 1.09
O -7.35316 -0.96863 -8.11886 -0.144 0.121 0.117 -0.54
O -6.26886 -2.54618 -6.55659 -0.144 -0.120 0.139 -0.53
O -4.91296 -1.11705 -8.03271 -0.162 0.040 -0.172 -0.24
H -3.49128 -2.55859 -8.40572 0.004 -0.004 -0.023 0.22
H -3.45814 -1.16272 -9.50740 -0.090 0.172 0.092 0.32
H -4.68471 -3.42091 -10.35318 -0.127 -0.143 0.128 0.31
H -5.52077 -1.87052 -10.60414 0.038 0.008 -0.004 0.29
C 5.56236 3.37507 2.76121 -3.988 0.888 -0.670 0.00
C 4.63700 2.18804 2.60475 -1.840 0.006 -0.587 -0.66
O 3.40530 2.76268 2.13086 -0.307 0.562 -0.146 -0.15
S 3.71900 4.03059 1.20943 0.161 -0.579 0.555 1.25
O 3.69069 3.63360 -0.15196 -0.043 0.133 -0.368 -0.61
O 2.95628 5.12572 1.67819 -0.230 0.205 -0.104 -0.64
O 5.24805 4.21864 1.64208 0.011 -0.217 -0.243 -0.37
H 5.35571 3.92769 3.67951 0.042 0.006 -0.017 0.28
H 6.61240 3.09610 2.73338 -4.250 4.501 -3.147 0.28
H 4.46840 1.65835 3.53798 -0.827 0.382 -0.610 0.59
H 5.00531 1.48888 1.85045 -0.684 0.296 0.158 0.34
```
Forces are in eV/Å.


2.
A structure of composition C24H48F2HfO24, computed with ωB97M-V/def2-TZVPD.

Its total charge is +2. As for the energy above the lowest of the compared OMol25 structures with the same formula, charge and spin: 0.00 kcal/mol. The total energy comes out at -2996.36282 a.u. For the gap between HOMO and LUMO, the calculation gives 10.2 eV.

```
99
Properties=species:S:1:pos:R:3:forces:R:3:mulliken_charge:R:1
Hf -35.09480 -8.30133 -7.84079 -1.297 -0.059 -0.288 2.96
F -36.40301 -6.92899 -6.51552 1.863 -2.087 -1.899 -0.90
F -34.79393 -10.50111 -8.59163 -0.486 3.337 1.338 -0.87
C -39.98672 -7.92911 -11.05676 -0.064 1.140 0.849 -0.83
O -38.54249 -7.67852 -10.78617 -1.192 -2.536 -0.964 -0.19
C -38.19984 -7.05889 -9.69483 2.272 0.827 0.414 -0.09
O -37.02401 -7.15737 -9.28157 -2.532 0.725 -0.035 0.40
O -39.17649 -6.26019 -9.30561 -0.146 -0.906 -0.382 -0.39
C -38.96362 -5.07578 -8.58151 0.119 -0.001 1.453 -0.51
H -40.18652 -8.75867 -11.73500 0.896 0.404 -0.355 0.30
H -40.38333 -6.95686 -11.34924 -0.174 -0.402 -0.545 0.36
H -40.53358 -8.18484 -10.14920 0.444 0.002 0.313 0.27
H -39.63954 -4.32370 -8.98845 0.595 0.127 -0.358 0.29
H -37.88925 -4.89319 -8.55990 -0.186 0.579 -0.062 0.07
H -39.31342 -5.23738 -7.56189 0.242 -0.051 0.137 0.27
C -36.41171 -10.17513 -11.63588 -0.707 -2.038 1.848 -0.54
O -35.73108 -9.16622 -12.31083 0.777 1.643 0.258 -0.42
C -35.11012 -8.25386 -11.54360 -0.855 0.958 0.656 -0.06
O -34.98382 -8.27623 -10.29395 -0.004 -0.452 -2.984 0.62
O -34.72977 -7.18617 -12.27972 -0.487 0.108 3.232 -0.05
C -34.77660 -7.10798 -13.68887 0.142 -1.280 -0.722 -0.79
H -37.25751 -9.85769 -11.02600 0.085 0.845 -0.141 0.01
H -35.73990 -10.64797 -10.91950 0.106 -0.232 -0.105 0.20
H -36.85020 -10.92905 -12.28965 0.620 0.337 -0.576 0.39
H -35.76190 -7.23304 -14.13792 -0.111 -0.593 0.404 0.27
H -34.08209 -7.92375 -13.88956 -0.117 0.365 -1.602 0.36
H -34.48198 -6.12371 -14.05290 0.624 -0.119 0.632 0.22
C -32.78319 -9.79454 -3.43846 -0.698 -0.653 -0.061 -0.41
O -31.82117 -10.14868 -4.43886 1.146 -0.135 -0.121 -0.50
C -32.07226 -10.25606 -5.74893 -1.271 -1.949 0.085 0.16
O -33.11562 -9.90305 -6.28468 2.230 0.087 0.235 0.32
O -31.15449 -11.10347 -6.37062 -2.967 2.828 0.752 -0.25
C -29.89730 -11.32115 -5.80779 2.249 -1.229 -0.620 -0.86
H -32.29364 -9.50845 -2.50754 0.451 1.057 -0.667 0.38
H -33.26616 -10.68179 -3.02904 -0.300 -0.530 -0.770 0.24
H -33.54358 -9.14866 -3.87747 0.245 0.387 0.397 0.01
H -29.54799 -10.78188 -4.92730 -0.741 0.185 -0.111 0.37
H -29.21141 -11.14518 -6.63646 0.296 0.403 0.143 0.30
H -29.77147 -12.39428 -5.66404 -0.292 -0.030 0.509 0.30
C -37.19182 -8.70012 -3.58426 -0.097 2.962 0.111 -0.45
O -36.68903 -9.94032 -3.71977 1.289 -3.415 0.532 -0.47
C -35.87562 -10.27594 -4.67857 -1.072 -0.566 -2.444 0.19
O -35.56632 -9.54662 -5.63238 0.108 -0.442 1.004 0.18
O -35.73476 -11.61072 -4.59032 0.900 0.620 0.166 -0.49
C -34.79072 -12.34907 -5.36571 0.566 -0.415 -1.853 -0.75
H -36.35627 -8.04044 -3.35015 -0.116 0.456 0.046 0.11
H -37.84598 -8.72024 -2.71263 -0.255 0.093 -0.435 0.28
H -37.61586 -8.36667 -4.53141 -0.430 0.252 0.201 0.13
H -34.67581 -12.03495 -6.40313 -0.358 0.914 -0.036 0.05
H -35.15020 -13.36611 -5.52230 -0.197 0.015 0.905 0.45
H -33.75324 -12.36621 -5.03186 -0.320 0.119 0.902 0.17
C -29.62809 -6.63508 -8.73287 1.470 0.332 -1.070 -0.99
O -31.03785 -6.80993 -8.67009 -2.048 -1.379 0.166 -0.05
C -31.69251 -7.99599 -8.91117 3.834 0.347 -1.290 0.05
O -32.86321 -8.20006 -8.72093 -0.555 -0.177 0.623 0.00
O -30.80236 -8.84828 -9.49386 -0.459 3.506 0.952 -0.44
C -31.09138 -10.14759 -9.83043 -0.839 -2.212 0.487 -0.25
H -29.00917 -7.19739 -8.03371 -0.663 -0.091 0.397 0.35
H -29.39809 -5.57155 -8.66881 -0.634 0.072 0.793 0.32
H -29.15808 -6.80810 -9.70100 -0.671 -0.737 -0.386 0.41
H -31.00035 -10.70733 -8.89956 -0.245 -0.494 -0.173 0.03
H -30.34134 -10.52561 -10.52515 -0.102 0.372 -0.060 0.29
H -32.10150 -10.26331 -10.22331 0.017 -0.006 -0.054 0.09
C -40.59802 -9.46991 -6.61648 0.285 -2.445 -0.002 -0.81
O -39.29948 -9.04815 -7.01426 2.374 0.531 -1.607 -0.21
C -38.28203 -9.86401 -7.44975 -1.012 0.611 2.165 0.11
O -37.20920 -9.38120 -7.79976 -0.319 -0.358 -0.210 0.79
O -38.55021 -11.14204 -7.24738 -0.353 0.762 0.106 -0.44
C -37.57610 -12.17693 -7.52167 0.327 0.622 -1.361 -0.37
H -40.43723 -10.17291 -5.79914 -0.415 0.420 0.563 0.32
H -40.99542 -10.14118 -7.37777 -0.391 0.442 -0.307 0.34
H -41.26414 -8.63943 -6.38260 0.574 0.031 -0.126 0.22
H -38.11751 -13.12200 -7.47895 0.212 0.226 0.372 0.31
H -36.67848 -12.08257 -6.91054 -0.535 -0.097 0.223 -0.01
H -37.25317 -11.99225 -8.54622 0.178 -0.305 -0.048 0.19
C -33.24769 -4.14552 -11.36635 1.522 -0.156 -0.086 -0.80
O -33.38379 -5.22473 -10.44620 -1.361 -1.371 1.521 -0.18
C -34.09255 -5.14373 -9.32639 0.062 -0.661 0.638 0.21
O -34.58193 -6.12831 -8.74266 0.580 1.552 -0.507 0.36
O -34.08761 -3.89643 -8.85743 0.123 0.210 -1.053 -0.35
C -34.92541 -3.40960 -7.83912 -0.650 -1.126 2.280 -0.48
H -32.25087 -4.36704 -11.74765 -0.076 0.342 -0.431 0.28
H -33.17151 -3.18701 -10.85298 -0.599 -0.041 -0.322 0.39
H -33.96219 -4.28184 -12.17814 -0.189 0.449 0.326 0.18
H -35.00880 -4.17563 -7.06818 -0.333 -0.427 -0.069 -0.04
H -35.94660 -3.15885 -8.12615 0.302 0.114 -0.564 0.29
H -34.47175 -2.61196 -7.25083 0.324 0.375 -0.948 0.31
C -31.05805 -4.65547 -5.62487 -0.650 0.545 0.401 -0.91
O -31.77847 -5.77094 -6.20776 -3.151 0.141 0.477 -0.03
C -33.09478 -6.03281 -5.79623 1.804 -0.599 -0.010 -0.38
O -33.69057 -6.99537 -6.31693 0.630 1.529 0.974 1.44
O -33.49424 -5.25577 -4.75168 0.126 -1.942 -2.000 -0.35
C -34.75395 -5.60603 -4.11756 -0.833 0.114 0.634 -0.36
H -31.67255 -3.77670 -5.42933 -0.620 -0.425 0.367 0.31
H -30.38332 -4.19648 -6.34748 0.511 -1.093 -0.063 0.28
H -30.64450 -5.03430 -4.69022 0.468 0.429 -0.250 0.34
H -35.29859 -4.67053 -3.98991 0.125 -0.075 -0.033 0.39
H -34.58622 -6.04405 -3.13363 0.587 0.278 0.040 0.35
H -35.40227 -6.32192 -4.62283 0.476 0.212 -0.862 -0.33
```
Forces are in eV/Å.


Which of these has the lowest total charge?
C24H48ClFN3O25PS8Si2


What is the gap between HOMO and LUMO in the second record?
10.2 eV